Entry from the OMol25 dataset: a cluster of 2 separate species, C4H11NO in total at a distorted geometry (ωB97M-V/def2-TZVPD).

```
17
Properties=species:S:1:pos:R:3:forces:R:3:nbo_charge:R:1
C -0.634 -0.981 -0.820 -0.287 0.662 -1.000 -0.556
C -1.096 0.124 0.199 -0.943 -0.285 0.543 -0.104
C 0.042 1.191 0.319 1.435 -0.027 -0.049 -0.351
C 1.253 0.735 1.100 -0.639 -1.408 -0.864 -0.665
O 1.859 -1.387 -0.405 -0.062 -0.207 -0.166 -0.992
N -2.065 0.744 -0.515 -0.207 0.145 -0.117 -0.259
H -1.495 -1.532 -1.099 -0.828 -0.575 -0.579 0.202
H 0.166 -1.652 -0.465 0.818 0.064 1.070 0.339
H -0.171 -0.472 -1.651 -0.121 -0.060 -0.472 0.230
H -1.471 -0.387 1.090 0.508 0.473 0.470 0.196
H 0.359 1.359 -0.716 -0.072 0.321 0.115 0.225
H -0.309 2.126 0.727 -0.701 -0.001 0.085 0.213
H 0.972 0.307 2.071 0.420 0.968 0.210 0.202
H 1.723 -0.169 0.547 -0.230 0.712 0.228 0.318
H 2.530 -1.873 0.082 0.190 -0.491 -0.096 0.438
H 1.937 1.553 0.946 0.588 0.169 0.864 0.229
H -2.956 0.812 0.006 0.131 -0.460 -0.242 0.334
```
Forces are in eV/Å.

Properties
HOMO-LUMO gap = 4.5 eV
strongest force on any atom = 1.77 eV/Å
ΔE to the lowest compared entry with this formula, charge and spin = 183.00 kcal per mole
HOMO = -7.8604 eV